Molecular formula: C37H36N5O2S3SbSiW
Method: DFT, the ωB97M-V functional and the def2-TZVPD basis

Geometry as XYZ:
```
86
Properties=species:S:1:pos:R:3:mulliken_charge:R:1
W 1.9093 -0.0284 0.9787 0.13
O -1.0622 3.0888 1.3039 -0.64
C -0.2749 2.2070 1.6725 -0.61
N 0.9375 1.8815 0.9920 1.31
C 1.6694 2.9684 0.5595 1.63
C 1.3934 4.3195 0.8025 -1.11
C 2.2686 5.2906 0.3673 -0.91
C 3.4404 4.9522 -0.3025 -0.79
C 3.7493 3.6303 -0.5445 -1.00
C 2.8696 2.6242 -0.1373 0.00
N 3.0462 1.2618 -0.2821 0.86
C 3.9214 0.8067 -1.2820 0.11
O 4.4083 1.5209 -2.1689 -0.76
C 4.1215 -0.6171 -1.2228 0.44
C 4.8840 -1.2434 -2.2205 -0.92
C 5.0601 -2.5980 -2.2097 -0.38
C 4.4580 -3.3219 -1.1565 -1.02
C 3.6995 -2.6621 -0.2286 -0.27
N 3.4764 -1.3239 -0.2097 0.66
C -0.4107 1.4472 2.8734 0.45
C -1.2844 1.8686 3.8937 -0.90
C -1.3266 1.2011 5.0818 -0.56
C -0.4886 0.0676 5.2295 -1.10
C 0.3426 -0.2906 4.2019 0.05
N 0.4305 0.3478 3.0205 0.71
H 0.5031 4.6033 1.3383 0.40
H 2.0475 6.3275 0.5758 0.40
H 4.1238 5.7286 -0.6170 0.39
H 4.6705 3.3628 -1.0345 0.47
H 5.2940 -0.6024 -2.9882 0.51
H 5.6201 -3.1041 -2.9811 0.43
H 4.5910 -4.3874 -1.0671 0.44
H 3.1954 -3.2405 0.5378 0.69
H -1.8735 2.7501 3.6936 0.55
H -1.9600 1.5253 5.8932 0.48
H -0.4966 -0.5087 6.1408 0.42
H 0.9568 -1.1796 4.3265 0.19
S 5.3429 -2.9583 2.4986 -0.68
Sb 3.5943 -1.8285 3.4173 0.45
S 3.6921 0.5063 2.5595 -0.47
S 1.5559 -2.2299 1.9803 -0.71
C 0.7909 -0.7250 -0.8878 -0.70
Si -1.0050 -0.6259 -1.4081 -1.56
C -2.0277 -1.8348 -0.3232 -1.08
N -1.7461 -1.6466 1.0929 1.19
C -2.5382 -0.6038 1.7176 0.10
C -4.0239 -0.9568 1.8872 -0.95
C -4.1501 -2.2524 2.6835 -0.86
C -3.3136 -3.3455 2.0230 -0.73
C -1.8620 -2.8667 1.8728 -0.89
C -1.1282 -1.2385 -3.2238 0.71
C -0.4723 -0.5207 -4.2232 -0.63
C -0.4430 -0.9642 -5.5326 -0.70
C -1.0785 -2.1456 -5.8787 -0.47
C -1.7336 -2.8765 -4.9027 -0.70
C -1.7555 -2.4250 -3.5945 -0.34
C -1.7072 1.1301 -1.4362 1.12
C -0.8727 2.2149 -1.6877 -0.11
C -1.3868 3.4927 -1.8010 -0.60
C -2.7480 3.7065 -1.6689 -0.72
C -3.5902 2.6399 -1.4067 -0.72
C -3.0716 1.3655 -1.2933 -0.30
H 1.3645 -0.2741 -1.7228 0.47
H 1.0329 -1.8050 -0.9332 0.59
H -1.7147 -2.8457 -0.5895 0.86
H -3.0992 -1.7618 -0.5425 0.40
H -2.4244 0.3232 1.1530 -0.42
H -2.1251 -0.4545 2.7185 0.21
H -4.5060 -1.0672 0.9136 0.30
H -4.5209 -0.1348 2.4043 0.45
H -5.1980 -2.5559 2.7484 0.47
H -3.7889 -2.0873 3.7013 0.28
H -3.7254 -3.5684 1.0349 0.24
H -3.3356 -4.2609 2.6199 0.44
H -1.2481 -3.6432 1.4088 0.48
H -1.4478 -2.6625 2.8650 0.32
H 0.0301 0.4012 -3.9653 0.30
H 0.0869 -0.3957 -6.2852 0.40
H -1.0630 -2.4939 -6.9031 0.37
H -2.2182 -3.8089 -5.1616 0.38
H -2.2668 -3.0106 -2.8444 0.28
H 0.1952 2.0544 -1.7871 0.36
H -0.7219 4.3239 -1.9859 0.41
H -3.1519 4.7050 -1.7655 0.38
H -4.6530 2.8023 -1.2891 0.41
H -3.7337 0.5355 -1.0865 0.25
```

Properties
spin multiplicity: 2
LUMO level (spin up / spin down): 1.2500 / 1.4144 eV
energy above the lowest of the compared OMol25 structures with the same formula, charge and spin: 0.00 kcal per mole
orbital gap (spin up / spin down): 5.43 / 5.75 eV
charge: -1
molecular weight: 1012.6 u
⟨S²⟩: 0.76


Molecular formula: C24H31N5O
Method: DFT, the ωB97M-V functional and the def2-TZVPD basis

Geometry as XYZ:
```
61
Properties=species:S:1:pos:R:3:nbo_charge:R:1
C 2.1149 1.5757 -3.3293 -0.64
C 1.7063 0.6063 -4.3817 0.13
N 2.1100 0.7324 -5.6345 -0.28
N 1.5738 -0.2854 -6.3084 -0.16
C 1.8192 -0.4381 -7.7112 -0.41
C 0.8210 -1.0791 -5.5110 0.17
C 0.1203 -2.2825 -6.0253 -0.65
C 0.8774 -0.5269 -4.2431 -0.14
C 0.2423 -1.0347 -2.9933 -0.40
C 1.1450 -2.0682 -2.2966 -0.48
C 0.4721 -2.5527 -1.0263 0.68
O -0.1369 -3.5994 -0.9490 -0.63
N 0.5887 -1.6879 0.0057 -0.62
C -0.0948 -1.8781 1.2725 -0.07
C 0.8811 -2.1481 2.4332 -0.39
C 1.3974 -0.8959 3.1637 -0.03
C 2.1642 0.0353 2.2211 -0.62
C 2.3360 -1.3412 4.2882 -0.60
C 0.2025 -0.1373 3.7756 -0.44
C -0.8245 0.0716 2.7239 0.17
C -0.9475 -0.6958 1.5840 -0.16
C -1.9656 -0.0759 0.8391 -0.03
N -2.4225 0.9839 1.4679 -0.26
N -1.7395 1.0723 2.6198 -0.20
C -2.0197 2.1245 3.5000 0.22
C -2.4708 3.3293 2.9674 -0.23
C -2.7625 4.3877 3.8049 -0.20
C -2.6049 4.2571 5.1755 -0.22
C -2.1732 3.0535 5.7055 -0.20
C -1.8864 1.9832 4.8768 -0.26
H 2.6740 2.3865 -3.7869 0.24
H 2.7451 1.0909 -2.5836 0.21
H 1.2397 1.9844 -2.8251 0.22
H 2.3130 -1.3905 -7.9172 0.20
H 2.4662 0.3796 -8.0209 0.24
H 0.8849 -0.3954 -8.2756 0.20
H 0.8341 -3.0014 -6.4288 0.22
H -0.4347 -2.7602 -5.2231 0.23
H -0.5751 -2.0151 -6.8215 0.22
H 0.0533 -0.1978 -2.3164 0.21
H -0.7168 -1.5044 -3.2230 0.22
H 1.2974 -2.9212 -2.9582 0.23
H 2.1144 -1.6199 -2.0706 0.21
H 1.0798 -0.8201 -0.1337 0.40
H -0.7134 -2.7712 1.1143 0.25
H 1.7259 -2.7200 2.0454 0.22
H 0.3672 -2.7756 3.1642 0.21
H 1.4908 0.5299 1.5249 0.21
H 2.9120 -0.5207 1.6601 0.21
H 2.6749 0.8078 2.7934 0.21
H 3.2148 -1.8321 3.8768 0.21
H 1.8370 -2.0402 4.9559 0.21
H 2.6651 -0.4846 4.8728 0.21
H 0.5359 0.8190 4.1864 0.23
H -0.2110 -0.7330 4.5961 0.22
H -2.3679 -0.3628 -0.1119 0.21
H -2.5941 3.4072 1.8990 0.24
H -3.1115 5.3199 3.3869 0.22
H -2.8276 5.0870 5.8289 0.21
H -2.0674 2.9402 6.7743 0.22
H -1.5879 1.0396 5.3031 0.22
```

Properties
SMILES string: Cc1nn(C)c(C)c1CCC(=O)N[C@H]1CC(C)(C)Cc2c1cnn2-c1ccccc1
spin multiplicity: 1
LUMO level: 0.5878 eV
energy above the lowest of the compared OMol25 structures with the same formula, charge and spin: 4.59 kcal per mole
orbital gap: 9.09 eV
molecular weight: 405.5 u


Molecular formula: C38H88Cl8N9O9P3
Method: DFT, the ωB97M-V functional and the def2-TZVPD basis

Geometry as XYZ:
```
155
Properties=species:S:1:pos:R:3:mulliken_charge:R:1
Cl -3.2465 2.8742 0.3944 -0.17
C -3.8215 3.7541 -1.0030 -0.46
C -4.0403 5.2045 -0.5423 -0.40
Cl -5.5578 5.2898 0.4716 -0.19
H -4.7103 3.2570 -1.3916 0.40
H -3.0115 3.7675 -1.7323 0.08
H -4.1136 5.8862 -1.3897 0.41
H -3.2163 5.4933 0.1101 0.22
Cl -4.6218 -2.5009 2.1338 0.03
C -5.1202 -2.7582 0.4437 -1.11
C -6.0847 -1.6702 -0.0809 -0.04
Cl -5.5432 -0.1110 0.4273 -0.48
H -5.5593 -3.7531 0.5176 0.76
H -4.2770 -2.8743 -0.2372 -0.10
H -7.0915 -1.8398 0.3009 0.43
H -5.9660 -1.6812 -1.1644 0.35
Cl -3.4837 -1.1247 -3.0355 0.21
C -2.5067 -0.9975 -4.5368 0.09
C -2.4087 0.4628 -5.0520 -0.27
Cl -1.1090 0.4065 -6.2888 -0.20
H -3.0432 -1.7357 -5.1330 0.47
H -1.5071 -1.3427 -4.2731 -0.50
H -2.1890 1.2148 -4.2942 0.04
H -3.3856 0.7523 -5.4393 0.39
Cl 5.5679 0.4480 -1.4715 -0.19
C 5.3673 -1.2722 -1.9140 -0.43
C 4.6024 -2.0389 -0.8146 0.10
Cl 4.1802 -3.6832 -1.4470 -0.17
H 6.3456 -1.6900 -2.1518 0.41
H 4.8282 -1.2300 -2.8604 0.16
H 3.6619 -1.6289 -0.4467 -0.32
H 5.3062 -2.0870 0.0164 0.46
O -1.3707 -3.8884 -4.8131 -0.83
P 0.0876 -4.2534 -4.8704 0.39
N 0.6907 -5.2638 -3.6006 0.37
C 0.0196 -5.1469 -2.2948 -1.49
C 2.1054 -5.7260 -3.5038 -0.86
N 1.1204 -2.8666 -4.8273 0.65
C 1.1686 -1.9655 -3.6385 -0.98
C 1.3900 -2.0918 -6.0337 -1.14
N 0.5594 -5.1936 -6.2059 0.37
C 1.8827 -5.4012 -6.7554 -1.27
C -0.4076 -6.1470 -6.8208 -1.09
H 0.2121 -6.0528 -1.7200 0.50
H -1.0491 -5.0833 -2.4996 0.35
H 0.3346 -4.2931 -1.6948 0.38
H 2.2590 -6.5037 -4.2519 0.15
H 2.3505 -6.1175 -2.5165 0.40
H 2.7107 -4.8363 -3.6776 0.29
H 2.1893 -1.7478 -3.3242 0.16
H 0.7144 -1.0101 -3.9017 0.29
H 0.6378 -2.4109 -2.7971 0.20
H 1.9088 -2.7220 -6.7562 0.25
H 0.4368 -1.8010 -6.4752 0.27
H 1.9819 -1.2061 -5.8031 0.44
H 2.5128 -4.7685 -6.1302 0.37
H 2.3237 -6.3962 -6.6964 0.34
H 2.0739 -5.0153 -7.7568 0.35
H -0.4388 -5.8948 -7.8808 0.35
H -1.3867 -6.0499 -6.3517 0.29
H -0.0634 -7.1771 -6.7288 0.28
O 2.0252 2.9871 4.1246 -0.90
P 1.7731 1.5979 4.5618 0.40
N 2.1126 1.3905 6.2494 0.31
C 3.4983 1.3029 6.7622 -1.04
C 1.2239 2.0659 7.2403 -1.12
N 2.7953 0.3897 3.7291 0.30
C 2.8671 -0.9648 4.2141 -0.92
C 2.9251 0.4501 2.3005 -0.39
N 0.1874 1.0266 4.4754 0.74
C -0.6153 1.4514 3.3483 -0.10
C -0.3281 -0.1620 5.1679 -1.66
H 4.0566 2.2030 6.5050 0.31
H 3.9911 0.5241 6.1802 0.30
H 3.5110 1.0970 7.8325 0.35
H 1.6132 3.0754 7.3727 0.37
H 1.2077 1.5247 8.1862 0.37
H 0.1756 2.2058 6.9765 0.31
H 3.8748 -1.3803 4.2076 0.37
H 2.7695 -1.0805 5.2935 0.40
H 2.2113 -1.6495 3.6763 -0.07
H 2.8279 1.4614 1.9056 -0.23
H 3.7821 0.0024 1.7972 0.48
H 2.0899 -0.1299 1.9077 0.06
H -0.1341 1.2617 2.3888 0.06
H -1.5445 0.8857 3.2806 -0.26
H -0.9095 2.5005 3.3795 0.15
H -0.0684 -0.2368 6.2239 0.31
H 0.0632 -0.9947 4.5836 0.51
H -1.4125 -0.2050 5.0658 0.51
O -0.1352 3.9843 -2.0877 -0.98
P 1.2336 4.3530 -1.7279 0.00
N 1.5667 6.0304 -1.8194 0.42
C 0.4621 6.9766 -1.6183 -0.94
C 2.9652 6.5601 -1.8533 -1.41
N 2.4275 3.6455 -2.7223 0.65
C 2.9175 4.2409 -3.9753 -1.06
C 2.4488 2.1628 -2.7769 -0.97
N 1.6394 4.0371 -0.0778 0.85
C 0.6009 4.1673 0.9057 -0.52
C 3.0738 4.1540 0.3621 -1.06
H 0.7306 7.9160 -2.1015 0.35
H 0.2898 7.2137 -0.5684 0.27
H -0.4448 6.4838 -1.9686 0.23
H 3.0681 7.1857 -2.7399 0.38
H 3.7425 5.7978 -1.7998 0.46
H 3.1656 7.2296 -1.0167 0.37
H 3.7410 3.6429 -4.3656 0.32
H 2.0729 4.2904 -4.6625 0.37
H 3.2227 5.2822 -3.8716 0.27
H 1.6922 1.7079 -3.4161 0.48
H 3.4156 1.7720 -3.0944 0.38
H 2.3044 1.7139 -1.7942 -0.02
H 0.4626 5.2162 1.1680 0.27
H -0.3143 3.6582 0.6033 0.17
H 0.8849 3.7011 1.8491 -0.11
H 3.7339 3.8113 -0.4348 0.31
H 3.3365 3.6134 1.2714 0.28
H 3.2634 5.2262 0.4118 0.25
O -4.1869 4.2530 5.1561 -0.66
C -4.6059 3.2808 4.5778 0.53
O -4.0229 2.1251 4.7317 -0.31
C -4.6592 1.1301 3.9026 0.45
C -6.0218 1.7318 3.6307 -0.56
C -5.7082 3.1839 3.5343 0.19
H -4.6463 0.2233 4.5072 0.29
H -4.1088 0.8987 2.9906 -0.62
H -6.7221 1.5446 4.4448 0.30
H -6.4582 1.2816 2.7391 0.31
H -6.5923 3.8023 3.6895 0.43
H -5.3211 3.4603 2.5535 -0.42
O 1.8339 -5.4934 5.7876 -0.68
C 0.9254 -4.9207 5.1254 0.67
O 0.0875 -4.1595 5.7830 -0.28
C -0.8683 -3.6650 4.8797 -0.32
C -0.3710 -3.8046 3.4858 1.00
C 0.5696 -4.9680 3.6627 -1.06
H -1.0682 -2.6463 5.2119 -0.07
H -1.7763 -4.2387 5.0654 0.26
H 0.2045 -3.0041 3.0210 -0.77
H -1.1645 -3.9243 2.7482 0.64
H 1.3981 -4.7712 2.9823 0.27
H 0.1406 -5.8862 3.2617 0.42
O 1.2929 -2.0383 0.4893 -0.79
C 0.2291 -1.4216 0.1776 0.67
O 0.2954 -0.1646 -0.3917 0.27
C -0.9971 0.2727 -0.6962 0.50
C -1.9680 -0.5263 0.1843 0.49
C -1.1760 -1.8180 0.4280 0.38
H -1.1083 0.0826 -1.7638 -0.70
H -0.9651 1.3527 -0.5530 0.11
H -2.9595 -0.6870 -0.2389 -0.19
H -2.0646 0.1652 1.0213 -1.06
H -1.5239 -2.5033 -0.3450 0.15
H -1.2491 -2.2835 1.4108 -0.51
```

Properties
spin multiplicity: 2
LUMO level (spin up / spin down): 1.8169 / 1.8026 eV
orbital gap (spin up / spin down): 1.50 / 8.38 eV
charge: -1
molecular weight: 1191.7 u
⟨S²⟩: 0.75


Molecular formula: C6H18NO
Method: DFT, the ωB97M-V functional and the def2-TZVPD basis

Geometry as XYZ:
```
26
Properties=species:S:1:pos:R:3:nbo_charge:R:1
C -1.8889 0.1375 1.6280 -0.68
C -0.6397 0.0868 0.8141 -0.09
C -0.8673 -0.1214 -0.7115 -0.43
C -0.2181 -1.4222 -1.2473 -0.19
C 1.3120 -1.4178 -1.2668 -0.62
C -0.7903 -2.0142 -2.5685 -0.60
N 0.1047 1.3962 1.1026 -0.98
H -1.7989 0.3868 2.6862 0.23
H -2.6953 0.8070 1.2597 0.23
H -2.6249 -0.7181 1.5303 0.23
H -0.0428 -0.7724 1.1075 0.22
H -0.4312 0.7517 -1.2172 0.21
H -1.9315 -0.0704 -0.9472 0.22
H -0.5654 -2.1873 -0.4655 0.18
H 1.7119 -0.7717 -2.0377 0.21
H 1.7878 -2.4130 -1.4252 0.22
H 1.6133 -1.0650 -0.2838 0.20
H -0.6399 -1.2879 -3.3666 0.20
H -0.2177 -2.9331 -2.6384 0.22
H -1.8762 -2.1272 -2.5083 0.21
H 1.1196 1.2908 0.9319 0.45
H -0.1833 2.2483 0.5448 0.29
H -0.0728 1.7854 2.0733 0.32
H 2.3274 3.3307 2.1083 0.41
H 3.2516 2.7500 1.3545 0.46
O 2.3876 2.4272 1.7230 -1.10
```

Properties
spin multiplicity: 2
LUMO level (spin up / spin down): 0.9099 / 0.6495 eV
energy above the lowest of the compared OMol25 structures with the same formula, charge and spin: 33.27 kcal per mole
orbital gap (spin up / spin down): 4.01 / 12.06 eV
molecular weight: 120.2 u
⟨S²⟩: 0.75


Number 3 is which compound?
C38H88Cl8N9O9P3


Among the records above, which one has the lowest spin multiplicity?
C24H31N5O


The lowest molecular weight belongs to which entry?
C6H18NO


Which value of molecular weight does entry 2 give?
405.5 u